(1)
This record from the Open Molecules 2025 dataset describes a cluster of 2 separate species, C3H8FN2O in total in a non-equilibrium geometry. The level of theory is ωB97M-V/def2-TZVPD.

Properties
- energy above the lowest of the compared OMol25 structures with the same formula, charge and spin (kJ/mol) = 133.5
- total charge = +1
- gap between HOMO and LUMO (eV) = 9.90
- 2S+1 = 1
- E_HOMO (eV) = -13.678

Last column: natural (NBO) charge in e.
Element x y z (Å)
H -1.96852 -2.19829 0.28045  0.45
O -2.02255 0.83328 -0.86207  -0.46
C 2.92973 1.08870 -0.21754  -0.45
H -0.71380 -1.40914 -0.43066  0.46
H 3.63537 1.61693 -0.78373  0.24
C -1.81990 0.15734 0.07946  0.82
H 2.02822 -0.19257 -1.69466  0.17
C 2.12963 0.16167 -0.69200  0.22
H 2.66297 1.42014 0.77166  0.21
N -1.76529 -1.37968 -0.32599  -0.78
N -1.63707 0.50879 1.39807  -0.83
F 1.06306 -0.33658 -0.02716  -0.39
H -2.01795 -1.53120 -1.22760  0.44
H -1.57390 -0.04309 2.21849  0.43
H -0.93001 1.30369 1.51327  0.45

(2)
This record from the Open Molecules 2025 dataset describes a cluster of 2 separate species, C3H8FN3 in total in a non-equilibrium geometry. The level of theory is ωB97M-V/def2-TZVPD.

Properties
- energy above the lowest of the compared OMol25 structures with the same formula, charge and spin (kJ/mol) = 486.5
- total charge = +2
- gap between HOMO and LUMO (spin up / spin down) (eV) = 7.07 / 7.52
- 2S+1 = 1
- E_HOMO (spin up / spin down) (eV) = -19.514 / -19.203

Last column: natural (NBO) charge in e.
Element x y z (Å)
H -2.66022 -0.54088 -1.29303  0.50
F -1.80171 0.37452 1.64869  -0.23
C 1.65332 0.09265 0.67235  0.34
H -3.61752 0.07339 -0.02210  0.49
N 0.90532 -0.27710 -0.28473  -0.14
H 1.97601 1.03720 2.30438  0.45
C -1.68609 -0.03645 0.40874  0.89
N -2.67490 0.00046 -0.36261  -0.73
H 0.27969 0.56895 2.23584  0.45
C 0.91603 -0.44353 -1.56403  -0.49
H 0.26139 0.37235 -2.07546  0.30
H 0.64220 -1.42862 -1.93533  0.26
N 1.28021 0.59499 1.80075  -0.68
H 2.72201 -0.08832 0.53548  0.28
H 1.80426 -0.29960 -2.06893  0.31

(3)
This record from the Open Molecules 2025 dataset describes a cluster of 2 separate species, C3H8FN3O6S2 in total in a non-equilibrium geometry. The level of theory is ωB97M-V/def2-TZVPD.

Properties
- energy above the lowest of the compared OMol25 structures with the same formula, charge and spin (kJ/mol) = 648.0
- total charge = 0
- gap between HOMO and LUMO (eV) = 6.64
- 2S+1 = 1
- E_HOMO (eV) = -9.041

Last column: natural (NBO) charge in e.
Element x y z (Å)
H 0.00308 -3.08983 1.50855  0.47
O -2.83165 -1.57418 -1.03443  -0.59
O -1.38587 1.35959 1.46059  -0.54
O 3.33760 1.12335 -1.24343  -0.90
F -1.77832 -0.11857 -2.64082  -0.30
O 1.11982 0.43006 -2.14603  -0.91
S -0.54181 2.77177 -0.76592  1.96
H 1.38912 -2.36475 2.11225  0.47
H 1.49644 -3.44397 0.83354  0.47
N 1.16023 2.60695 -0.41334  -0.97
H 1.75106 0.46979 1.52191  0.26
H 2.56683 -0.95835 0.50906  0.23
H 0.61146 -0.68413 0.51806  0.20
S 1.79931 1.05936 -0.90693  2.03
N -2.87153 0.89959 -0.46008  -0.68
C -1.66491 1.58323 0.14682  0.42
C -2.50431 -0.28506 -1.32662  0.96
C 1.66950 -0.17420 0.54590  -0.89
O -0.90095 2.73612 -2.27845  -0.86
O -0.94636 4.21579 -0.27302  -0.85
H 1.11789 -3.99920 2.36966  0.45
H -3.59835 0.66112 0.25676  0.44
N 1.00169 -3.22445 1.70598  -0.86

(4)
This record from the Open Molecules 2025 dataset describes a cluster of 2 separate species, C3H8FNO in total in a non-equilibrium geometry. The level of theory is ωB97M-V/def2-TZVPD.

Properties
- energy above the lowest of the compared OMol25 structures with the same formula, charge and spin (kJ/mol) = 285.5
- total charge = 0
- gap between HOMO and LUMO (eV) = 9.39
- 2S+1 = 1
- E_HOMO (eV) = -8.685

Last column: natural (NBO) charge in e.
Element x y z (Å)
O -0.24159 -1.10494 2.30108  -1.01
F -0.05861 -1.97868 -0.24597  -0.31
C 0.86749 0.30052 0.01946  -0.49
H 0.99377 0.84540 0.97084  0.26
H -0.21921 -2.11180 2.07705  0.42
C 0.74225 1.25367 -1.12452  -0.60
H -0.18728 1.73487 -0.96175  0.20
H 1.43884 2.08132 -1.04591  0.22
H 1.79302 -0.18715 -0.20498  0.23
C -0.26702 -0.74363 0.15107  0.84
H -2.00597 0.50206 0.36451  0.44
H 0.76995 0.93233 -2.09895  0.21
N -1.53642 -0.34699 -0.07201  -0.82
H -2.08922 -1.17698 -0.12993  0.40

no.,electronic energy (Eh)
1,-403.4193
2,-382.3662
3,-1630.7076
4,-348.8710